(1)
{
  "formula": "C31H47ClN6OPS2SeW",
  "method": "ωB97M-V/def2-TZVPD",
  "species": ["W", "N", "C", "C", "N", "H", "H", "H", "H", "H", "H", "H", "H", "C", "C", "C", "C", "C", "C", "C", "C", "C", "C", "N", "C", "C", "C", "C", "C", "N", "H", "H", "H", "H", "H", "H", "H", "H", "H", "H", "H", "H", "H", "H", "H", "H", "H", "Cl", "C", "C", "C", "C", "N", "C", "H", "H", "H", "H", "Se", "C", "N", "C", "C", "P", "C", "C", "C", "C", "H", "H", "H", "H", "H", "H", "H", "H", "H", "H", "H", "H", "H", "H", "H", "C", "O", "C", "S", "S", "H", "H", "H"],
  "xyz": [[0.0919, 0.4523, -0.5542], [-0.0470, 2.6121, -1.5588], [-0.1605, 2.5763, -3.0333], [-1.1040, 1.4487, -3.3899], [-0.6548, 0.2409, -2.6698], [-0.7573, 3.2136, -1.1603], [0.8483, 2.9974, -1.2745], [0.8262, 2.3892, -3.4531], [-0.5151, 3.5289, -3.4291], [-1.1307, 1.2729, -4.4663], [-2.1143, 1.6826, -3.0641], [0.1812, -0.1215, -3.1307], [-1.3197, -0.5300, -2.7616], [2.3079, -2.4321, 3.2301], [2.1818, -2.6450, 1.7203], [3.2329, -1.8763, 0.9613], [4.4424, -2.4978, 0.6818], [5.4903, -1.7997, 0.1051], [5.3527, -0.4481, -0.1468], [4.1649, 0.2213, 0.1323], [4.1415, 1.7220, -0.0619], [4.9574, 2.4523, 1.0075], [3.0908, -0.5270, 0.6293], [1.8324, 0.1647, 0.8604], [1.8621, 0.9491, 1.8905], [0.8324, 1.8926, 2.0499], [0.6202, 2.9269, 2.9548], [-0.4595, 3.6538, 2.4545], [-0.8565, 3.0233, 1.2801], [-0.0843, 1.9410, 1.0149], [1.5820, -3.0369, 3.7764], [2.1409, -1.3856, 3.4989], [3.3044, -2.7042, 3.5787], [1.1862, -2.3635, 1.3858], [2.2928, -3.7059, 1.4885], [4.5575, -3.5470, 0.9252], [6.4177, -2.3050, -0.1284], [6.1779, 0.1116, -0.5702], [3.1212, 2.1048, -0.0687], [4.5621, 1.9449, -1.0450], [4.5393, 2.3067, 2.0054], [4.9826, 3.5238, 0.8080], [5.9845, 2.0886, 1.0300], [2.6938, 0.8975, 2.5870], [1.1947, 3.1229, 3.8451], [-0.9043, 4.5392, 2.8771], [-1.6792, 3.3143, 0.6497], [-0.7923, -1.6479, 4.8490], [-1.0516, -1.8967, 3.1645], [-1.6973, -3.0261, 2.6946], [-1.8857, -3.1319, 1.3273], [-1.4254, -2.1319, 0.4923], [-0.7756, -1.0472, 0.9473], [-0.5981, -0.9433, 2.2730], [-2.0442, -3.7876, 3.3795], [-2.3894, -3.9853, 0.8958], [-1.5774, -2.1922, -0.5751], [-0.0787, -0.0752, 2.6468], [3.9213, 0.8533, -3.6562], [2.6350, 0.8331, -2.4783], [1.7270, 0.8618, -1.7307], [-4.0437, -0.5313, -2.3953], [-3.8688, -0.3657, -0.8868], [-2.6412, 0.8741, -0.2799], [-3.4436, 2.3883, -1.0117], [-4.6350, 2.9618, -0.2466], [-3.0569, 0.9925, 1.5269], [-4.1226, 0.0504, 2.0798], [-4.9527, -1.0995, -2.5902], [-3.2250, -1.0867, -2.8406], [-4.1533, 0.4165, -2.9214], [-3.6426, -1.3275, -0.4263], [-4.8175, -0.0412, -0.4551], [-3.7848, 2.0798, -1.9986], [-2.7126, 3.1757, -1.1913], [-5.3898, 2.2018, -0.0420], [-5.1086, 3.7399, -0.8446], [-4.3441, 3.4142, 0.6995], [-3.3333, 2.0261, 1.7218], [-2.1346, 0.8545, 2.0773], [-5.1022, 0.2088, 1.6319], [-4.2238, 0.2279, 3.1509], [-3.8528, -0.9981, 1.9460], [0.6237, -4.9589, -3.6000], [1.0584, -3.9091, -2.7208], [0.2179, -2.9463, -2.3780], [-1.3702, -2.9352, -2.8904], [1.0833, -1.8374, -1.3748], [1.4890, -5.6043, -3.7093], [0.3251, -4.5455, -4.5615], [-0.2129, -5.4989, -3.1607]],
  "mulliken_charge": [1.640, -0.723, -0.900, -0.161, -0.714, 0.201, 0.352, 0.222, 0.567, 0.557, -0.109, 0.730, -0.515, -1.244, 1.145, 0.553, -0.777, -1.315, -0.788, 0.220, -0.179, -1.430, -0.337, 1.363, 0.182, -1.368, -1.114, -1.407, -0.447, 0.679, 0.372, 0.163, 0.406, -1.323, 0.736, 0.525, 0.404, 0.534, -0.311, 0.389, 0.290, 0.436, 0.399, 0.556, 0.619, 0.527, 0.381, -0.161, -0.184, -0.809, -1.499, 0.099, 1.745, -0.640, 0.556, 0.554, 0.165, 0.199, -0.011, -0.203, 0.766, -1.392, -0.487, 0.873, -0.817, -1.557, -0.233, -1.748, 0.421, 0.207, 0.249, 0.399, 0.560, 0.611, 0.309, 0.320, 0.415, 0.357, 0.780, 0.036, 0.392, 0.405, 0.263, -0.814, -0.243, 0.293, -0.394, 0.270, 0.237, 0.357, 0.366],
  "mol_weight_g_mol": 913.1,
  "charge": 1,
  "e_homo_ev": [-9.78, -9.78],
  "homo_lumo_gap_ev": [6.6, 6.6]
}



(2)
{
  "formula": "C31H47GeIrN5O5PSe",
  "method": "ωB97M-V/def2-TZVPD",
  "species": ["Ir", "C", "O", "C", "C", "C", "C", "C", "C", "N", "N", "C", "C", "C", "C", "O", "C", "N", "C", "C", "C", "C", "H", "H", "H", "H", "H", "H", "H", "H", "H", "H", "H", "H", "C", "Ge", "C", "C", "C", "Se", "C", "H", "H", "H", "H", "H", "H", "H", "H", "H", "H", "H", "H", "H", "H", "C", "N", "C", "C", "N", "C", "H", "H", "H", "H", "H", "H", "C", "C", "O", "P", "O", "C", "C", "O", "C", "C", "H", "H", "H", "H", "H", "H", "H", "H", "H", "H", "H", "H", "H", "H", "H"],
  "xyz": [[1.6281, 0.4814, -2.0325], [-9.3491, -3.5915, 5.3477], [-7.8136, -3.6323, 5.6599], [-6.9257, -2.9913, 5.0504], [-7.0862, -2.7630, 3.7403], [-5.9800, -2.6399, 2.8781], [-4.7752, -2.5047, 3.6668], [-4.5277, -2.5594, 5.0519], [-5.7139, -2.7227, 5.7736], [-3.5786, -2.3128, 2.9597], [-3.5781, -2.5909, 1.7593], [-2.1756, -2.3610, 1.2089], [-1.0723, -2.6090, 2.2159], [0.1752, -2.1830, 1.9282], [0.4216, -1.4480, 0.6799], [1.6181, -1.0100, 0.4353], [-0.6574, -1.1985, -0.2785], [-0.5435, -0.5390, -1.4517], [-1.4818, -0.1636, -2.1941], [-2.8296, -0.5931, -2.1161], [-3.1431, -1.2593, -0.9657], [-2.0895, -1.5934, -0.0334], [-9.8675, -3.3601, 6.2786], [-9.6025, -4.5874, 5.0738], [-9.8299, -2.8236, 4.7066], [-8.1352, -2.8550, 3.5294], [-5.7930, -2.5444, 1.8156], [-3.4002, -2.2663, 5.3818], [-5.7267, -2.9025, 6.8943], [-1.6253, -3.0026, 3.0533], [0.9710, -2.2087, 2.6590], [-1.2097, 0.4893, -2.9880], [-3.5652, -0.3821, -2.9571], [-4.1515, -1.3947, -0.8565], [4.0467, 0.5570, 2.3888], [4.9519, -0.9621, 1.5267], [4.0534, -2.5448, 2.2979], [6.9377, -0.8513, 1.7625], [4.7383, -1.2386, -0.4215], [4.2615, 0.1115, -1.7076], [5.1584, 1.5865, -0.9173], [4.0933, 1.5076, 1.8875], [4.5411, 0.6967, 3.3019], [3.0206, 0.1909, 2.5621], [4.1189, -3.4188, 1.6372], [3.0086, -2.2755, 2.4259], [4.6353, -2.8442, 3.1689], [7.4807, -1.7695, 1.5465], [7.2326, -0.5435, 2.7200], [7.1775, -0.1309, 0.9665], [3.9493, -1.9989, -0.5943], [5.6843, -1.6545, -0.7997], [6.2789, 1.3569, -0.8385], [4.8132, 1.8391, 0.0569], [5.0563, 2.3452, -1.6951], [2.6701, -1.1148, -7.1103], [1.9024, -0.4086, -6.0841], [1.0224, 0.7053, -6.1885], [0.8360, 1.2074, -4.9533], [1.5052, 0.3935, -4.1403], [2.1579, -0.5719, -4.7802], [1.9946, -1.5117, -7.8570], [3.2952, -1.8359, -6.6070], [3.2737, -0.3279, -7.6221], [0.5998, 1.0506, -7.1669], [0.1624, 1.9079, -4.5822], [2.9497, -1.1731, -4.3996], [3.1972, 5.1085, -1.9490], [2.1047, 4.2084, -2.4710], [1.4395, 3.6667, -1.3607], [0.5910, 2.3214, -1.4522], [-0.2038, 2.2898, -0.0382], [0.5797, 2.2871, 1.1782], [-0.4042, 2.0154, 2.3016], [-0.5780, 2.6734, -2.4556], [-1.6481, 3.5894, -2.0903], [-2.9601, 2.8592, -2.0106], [3.6854, 5.6078, -2.7666], [3.9178, 4.5062, -1.3812], [2.7182, 5.8580, -1.3295], [2.4472, 3.3964, -3.1319], [1.3892, 4.8008, -3.0573], [1.0939, 3.3248, 1.2394], [1.2804, 1.4613, 1.2457], [-1.2087, 2.7939, 2.3040], [0.1807, 2.0299, 3.2382], [-0.8346, 0.9909, 2.1842], [-1.6527, 4.3690, -2.8485], [-1.3922, 4.0863, -1.1190], [-3.3142, 2.3860, -2.9491], [-3.6543, 3.6126, -1.7259], [-2.9687, 2.1007, -1.2135]],
  "mulliken_charge": [2.105, -0.766, -0.284, 0.985, -0.265, -0.736, 0.343, -0.368, -0.618, -0.082, -0.192, -0.128, -1.080, -0.410, 0.260, -0.174, 0.517, -0.633, -0.043, -1.306, -0.367, 0.773, 0.309, 0.369, 0.398, 0.428, 0.565, 0.332, 0.386, 0.600, 0.273, 0.627, 0.426, 0.554, -0.973, 0.569, -0.791, -1.199, -1.049, 0.043, -0.836, 0.347, 0.530, 0.052, 0.412, -0.263, 0.484, 0.354, 0.458, 0.326, 0.327, 0.713, 0.363, 0.131, 0.352, -0.802, 0.110, -0.816, -0.372, -0.209, 0.009, 0.319, 0.294, 0.358, 0.400, 0.667, 0.288, -1.382, -0.082, -0.248, 0.032, -0.202, 0.164, -1.128, -0.336, -0.303, -1.127, 0.433, 0.268, 0.358, 0.258, 0.211, 0.321, -0.172, 0.307, 0.431, 0.108, 0.446, 0.294, 0.274, 0.522, 0.158],
  "mol_weight_g_mol": 944.5,
  "spin_multiplicity": 6,
  "charge": 3,
  "e_homo_ev": [-14.73, -15.64],
  "homo_lumo_gap_ev": [6.6, 4.9]
}